1.
# C6H10N2OP

The ion C6H10N2OP with charge +1 (ωB97M-V/def2-TZVPD, the Open Molecules 2025 dataset).

Its net charge is +1. Its energy is -20689.143 eV. As for the energy above the lowest of the compared OMol25 structures with the same formula, charge and spin: 74.0 kcal/mol. As for the frontier orbital gap (alpha / beta): 6.93 / 6.93 eV. The value obtained for the molar mass is 157.1 g/mol. As for the highest occupied orbital energy (alpha / beta): -13.1 / -13.1 eV.

Element x y z (Å)
C 0.87 0.60 -2.82
C 0.73 -0.62 -2.02
C -0.33 -0.61 0.23
C -0.27 -1.47 3.72
C 0.82 2.99 -3.13
C -1.17 -1.92 2.68
N 0.82 1.78 -2.38
N 0.13 -0.60 -0.91
O -2.13 0.78 1.92
P -1.55 -0.50 1.49
H 1.13 0.46 -3.81
H 1.18 -1.55 -2.47
H -0.39 -2.02 4.58
H 0.76 -1.33 3.43
H -0.37 -0.53 4.15
H 1.97 3.22 -3.27
H 0.21 2.78 -4.06
H 0.36 3.61 -2.44
H -2.07 -2.36 3.14
H -0.69 -2.69 1.97

In the Mulliken picture, each atom carries the following charge in e: -0.039 -0.249 0.277 -1.371 -0.690 -0.224 -0.374 0.022 -0.468 0.509 0.440 0.367 0.367 0.408 0.461 0.288 0.322 0.301 0.373 0.280

***

2.
# C6H10N2OP

The ion C6H10N2OP with charge +1 (ωB97M-V/def2-TZVPD, the Open Molecules 2025 dataset).

Its net charge is +1. Its energy is -20692.350 eV. As for the energy above the lowest of the compared OMol25 structures with the same formula, charge and spin: 0.0 kcal/mol. As for the frontier orbital gap: 8.36 eV. The value obtained for the molar mass is 157.1 g/mol. As for the highest occupied orbital energy: -14.3 eV.

Element x y z (Å)
H 4.73 -1.28 0.47
P 3.81 -0.44 -0.20
N 2.37 -0.87 0.42
C 1.04 -0.51 0.38
N 0.22 -1.49 -0.01
C -1.27 -1.52 -0.14
O -1.79 -2.55 -0.32
C -1.98 -0.22 -0.18
C -1.22 0.90 -0.83
C -0.13 1.69 -0.10
C 0.53 0.74 0.90
H 0.78 -2.46 -0.12
H -2.88 -0.39 -0.83
H -2.25 0.09 0.79
H -0.95 0.45 -1.82
H -1.97 1.62 -0.98
H -0.58 2.52 0.41
H 0.54 2.04 -0.84
H -0.32 0.52 1.58
H 1.33 1.15 1.42

In the Mulliken picture, each atom carries the following charge in e: 0.133 0.240 -0.352 0.682 -0.158 0.378 -0.452 -0.703 -0.542 -0.660 -0.797 0.366 0.328 0.387 0.303 0.402 0.383 0.325 0.305 0.432

***

3.
# C6H10N2OS

A cluster of 2 separate species, C6H10N2OS in total (ωB97M-V/def2-TZVPD, the Open Molecules 2025 dataset).

Its net charge is 0. Its energy is -22242.896 eV. As for the energy above the lowest of the compared OMol25 structures with the same formula, charge and spin: 113.2 kcal/mol. As for the frontier orbital gap (alpha / beta): 8.29 / 8.29 eV. The value obtained for the molar mass is 158.2 g/mol. As for the highest occupied orbital energy (alpha / beta): -8.1 / -8.1 eV.

Element x y z (Å)
C 2.91 1.90 1.11
O 1.68 2.50 1.37
C 0.85 1.69 2.02
N -0.14 1.09 2.15
S -1.45 0.16 2.36
H 2.78 1.16 0.26
H 3.08 1.29 1.99
H 3.76 2.56 0.77
C -2.01 -0.04 -1.57
C -0.84 -1.13 -1.44
C -1.21 -2.22 -0.30
C 0.30 -0.54 -0.93
N 1.22 -0.01 -0.50
H -2.87 -0.56 -1.42
H -1.89 0.47 -2.47
H -1.81 0.71 -0.89
H -0.69 -1.69 -2.33
H -2.05 -2.79 -0.67
H -1.30 -1.69 0.64
H -0.32 -2.88 -0.15

In the Mulliken picture, each atom carries the following charge in e: -0.557 -0.281 0.502 -0.103 -0.273 0.300 0.315 0.240 -1.306 0.306 -0.948 0.068 -0.449 0.390 0.396 0.344 0.330 0.393 -0.010 0.344

***

4.
# C6H10N2S3

An isolated molecule of C6H10N2S3 (ωB97M-V/def2-TZVPD, the Open Molecules 2025 dataset).

Its net charge is 0. Its energy is -41862.325 eV. As for the frontier orbital gap (alpha / beta): 6.48 / 6.40 eV. Its expectation value of S² is 2.024. The value obtained for the molar mass is 206.4 g/mol. As for the spin multiplicity: 3. As for the highest occupied orbital energy (alpha / beta): -6.8 / -8.6 eV.

Element x y z (Å)
C 3.25 -0.53 -0.98
C -1.36 2.16 0.85
C 2.58 -1.16 0.02
C -1.87 1.82 -0.33
C 1.61 -0.46 0.83
C -2.75 0.59 -0.49
N -0.43 -1.01 -1.38
N 0.25 -0.89 0.66
S -0.13 -2.40 0.85
S -2.15 -2.50 0.77
S -1.90 -1.02 -1.23
H 4.08 -1.07 -1.56
H 3.12 0.53 -1.13
H -0.63 3.04 0.90
H -1.48 1.69 1.82
H 2.61 -2.20 0.23
H -1.43 2.23 -1.28
H 1.55 0.58 0.46
H 1.71 -0.54 1.81
H -3.22 0.32 0.46
H -3.41 0.82 -1.29

In the Mulliken picture, each atom carries the following charge in e: -0.732 -0.710 0.236 0.081 -0.913 -0.753 -0.167 -0.046 0.063 -0.301 0.217 0.224 0.246 0.227 0.281 0.321 0.277 0.218 0.440 0.388 0.401

***

5.
# C6H10N2Si

A cluster of 2 separate species, C6H10N2Si in total (ωB97M-V/def2-TZVPD, the Open Molecules 2025 dataset).

Its net charge is 0. Its energy is -17237.801 eV. As for the energy above the lowest of the compared OMol25 structures with the same formula, charge and spin: 90.2 kcal/mol. As for the frontier orbital gap (alpha / beta): 9.46 / 5.13 eV. The value obtained for the molar mass is 138.2 g/mol. As for the highest occupied orbital energy (alpha / beta): -9.3 / -5.8 eV.

Element x y z (Å)
C 2.98 0.04 -0.17
C 2.23 -0.82 -0.93
C 2.29 0.91 0.73
C 0.87 -0.90 -0.81
C 1.02 0.52 1.14
C 0.32 -0.44 0.38
N -2.42 -1.70 -0.45
N -2.82 2.43 -0.57
Si -1.48 -0.88 0.75
H 4.13 0.10 -0.32
H 2.62 -1.42 -1.75
H 2.88 1.68 1.24
H 0.43 -1.50 -1.63
H 0.50 1.08 2.03
H -3.42 -1.57 -0.37
H -2.29 -2.65 -0.68
H -2.22 2.91 0.13
H -3.48 3.15 -0.85
H -2.14 -0.94 2.15

In the Mulliken picture, each atom carries the following charge in e: -0.305 -0.322 -0.494 -0.509 -0.326 0.564 -0.451 -0.450 -0.013 0.263 0.299 0.317 0.323 0.223 0.242 0.217 0.220 0.221 -0.020

***

6.
# C6H10N3

The ion C6H10N3 with charge +1 (ωB97M-V/def2-TZVPD, the Open Molecules 2025 dataset).

Its net charge is +1. Its energy is -10842.078 eV. As for the energy above the lowest of the compared OMol25 structures with the same formula, charge and spin: 142.6 kcal/mol. As for the frontier orbital gap (alpha / beta): 7.27 / 7.27 eV. The value obtained for the molar mass is 124.2 g/mol. As for the highest occupied orbital energy (alpha / beta): -11.8 / -11.8 eV.

Element x y z (Å)
C -0.99 2.18 -0.63
C -1.01 1.06 -1.69
C 0.43 -0.89 -1.50
C 1.14 -1.31 1.05
C 0.54 0.10 1.32
C -1.12 1.70 0.60
N -0.54 -0.11 -1.52
N 0.99 -1.58 -0.41
N -0.89 0.25 1.00
H -1.15 3.26 -0.90
H -1.98 1.14 -2.30
H 0.80 -1.23 -2.40
H 2.22 -1.33 1.20
H 0.72 -2.10 1.61
H 0.70 0.41 2.34
H 1.18 0.84 0.74
H 1.71 -2.31 -0.65
H -1.24 -0.31 0.30
H -1.51 0.25 1.83

In the Mulliken picture, each atom carries the following charge in e: -0.199 -0.052 -0.110 -0.509 -0.642 -0.724 -0.271 -0.254 0.087 0.362 0.313 0.479 0.370 0.334 0.413 0.338 0.282 0.352 0.431

***

Q: Look up the energy of the third one.
A: -22242.896 eV

***

Q: Look up the energy of the sixth one.
A: -10842.078 eV